# 1
Below is a molecular structure, C10H20N2PSYb at a distorted geometry, with properties calculated with ωB97M-V/def2-TZVPD.

Calculated values
Energy above the lowest of the compared OMol25 structures with the same formula, charge and spin = 81.52 kJ/mol
Spin multiplicity = 2
Orbital gap (alpha / beta) = 4.127 / 7.134 eV
Total charge = 0
Molecular weight = 404.4 g/mol

```
35
C10H20N2PSYb, DFT ωB97M-V/def2-TZVPD
C -0.3908 0.1264 -2.1957
C -1.2121 1.1317 -1.5929
C -0.3237 2.0171 -0.9037
C 1.0505 1.6458 -1.2113
C 1.0091 0.4807 -2.0077
Yb 0.0000 0.0000 0.0000
P -0.0529 -2.1781 0.3835
H -0.7504 -0.7115 -2.7970
H -2.3003 1.1872 -1.6176
H -0.6223 2.8976 -0.3306
H 1.8651 -0.0646 -2.4076
H 1.9445 2.1742 -0.8776
H 1.0172 -3.0370 -0.0273
H -1.0894 -3.0050 -0.1579
H -0.1445 -2.6646 1.7217
C -0.4825 3.8594 3.6898
N 0.0362 2.6103 4.2531
C -0.1560 2.4206 5.6865
C 0.6770 1.6335 3.3657
S 0.6011 1.9846 1.7376
N 1.4246 0.4720 3.8276
C 1.7160 0.1906 5.2259
C 1.9310 -0.4669 2.8488
H -0.9371 4.5289 4.4508
H -1.2722 3.6436 2.9371
H 0.3427 4.4285 3.2135
H -0.7763 1.5207 5.8684
H 0.8080 2.3916 6.2215
H -0.7075 3.2624 6.1561
H 0.7889 0.0144 5.7994
H 2.3117 -0.7387 5.3564
H 2.3366 1.0034 5.6525
H 1.0696 -0.8668 2.3167
H 2.6197 0.0380 2.1404
H 2.4657 -1.3282 3.2997
```

How positive or negative is each atom? The Löwdin charges in e answer that: -0.27, -0.22, -0.36, -0.28, -0.23, 0.57, 0.47, 0.10, 0.10, 0.07, 0.10, 0.09, -0.13, -0.11, -0.14, -0.13, -0.21, -0.09, -0.57, 0.77, -0.21, -0.08, -0.14, 0.09, 0.07, 0.08, 0.09, 0.08, 0.09, 0.08, 0.09, 0.09, -0.03, 0.08, 0.10

# 2
Below is C5H8OS2 in the gas phase at a distorted geometry, with properties calculated with ωB97M-V/def2-TZVPD.

Calculated values
Energy above the lowest of the compared OMol25 structures with the same formula, charge and spin = 155.11 kJ/mol
Orbital gap = 8.098 eV
Total charge = 0
Molecular weight = 148.3 g/mol

```
16
C5H8OS2, DFT ωB97M-V/def2-TZVPD
C 2.3930 0.3092 0.3512
C 1.6191 0.0216 -0.9483
C -0.9922 0.3395 0.0559
C -2.2210 -0.3198 0.5643
C -2.5578 -1.5596 0.2776
H 2.6904 -0.5699 1.9636
H 1.7939 1.0061 0.9216
H 3.3430 0.7947 0.0815
H 1.4453 0.9829 -1.4419
H 2.2638 -0.5479 -1.6323
H -2.8585 0.2976 1.1994
H -3.3960 -2.0675 0.7432
H -2.0049 -2.1051 -0.4609
O 2.4580 -0.9208 1.0564
S 0.0449 -0.8993 -0.7537
S -0.8191 1.9512 0.0268
```

How positive or negative is each atom? The Löwdin charges in e answer that: -0.34, -0.47, -1.05, -0.29, -0.01, 0.12, 0.08, 0.12, 0.06, 0.08, 0.10, 0.07, 0.01, -0.10, 0.93, 0.71

# 3
Below is C5H10 in the gas phase at a distorted geometry, with properties calculated with ωB97M-V/def2-TZVPD.

Calculated values
Energy above the lowest of the compared OMol25 structures with the same formula, charge and spin = 407.52 kJ/mol
Orbital gap (alpha / beta) = 7.965 / 8.435 eV
Total charge = 0
Molecular weight = 70.1 g/mol

```
15
C5H10, DFT ωB97M-V/def2-TZVPD
C -0.8610 0.3598 1.1194
C 0.5023 -0.2280 1.0437
C 1.0056 -0.7295 -0.2673
C 0.8675 0.3861 -1.3276
C -1.6793 0.2584 -0.0308
H -1.1430 -0.5372 1.7541
H -0.9924 1.2497 1.7448
H 0.5175 1.2984 -0.8341
H 0.9516 -0.6330 1.9483
H 2.0586 -1.0145 -0.1471
H 0.5055 -1.6571 -0.5931
H 0.1883 0.1566 -2.1516
H 1.8457 0.6106 -1.7569
H -1.6091 -0.6254 -0.6521
H -2.2790 1.0779 -0.4010
```

How positive or negative is each atom? The Löwdin charges in e answer that: -0.34, -0.12, -0.28, -0.12, -0.02, 0.15, 0.12, 0.07, 0.09, 0.10, 0.11, 0.07, 0.07, 0.06, 0.06

# 4
Below is a molecular structure, C37H28ClNO2P2PtSeTe, with properties calculated with ωB97M-V/def2-TZVPD.

Calculated values
Energy above the lowest of the compared OMol25 structures with the same formula, charge and spin = 0.00 kJ/mol
Orbital gap = 5.063 eV
Total charge = -2
Molecular weight = 1017.7 g/mol

```
74
C37H28ClNO2P2PtSeTe, DFT ωB97M-V/def2-TZVPD
Pt 0.0907 -1.2897 -2.1263
Cl 3.1999 6.2109 -5.7811
C 2.1576 4.9847 -5.0659
C 0.7675 5.2021 -5.0195
C -0.0577 4.2581 -4.4842
C 0.4200 2.9969 -3.9337
O -0.3685 2.1584 -3.4654
C 1.8679 2.8393 -3.9802
C 2.5752 1.6790 -3.4667
O 2.1590 0.7420 -2.8165
C 2.6801 3.8278 -4.5597
H 0.3638 6.1297 -5.4106
H -1.1286 4.4186 -4.4414
H 3.6638 1.7113 -3.7207
H 3.7529 3.6615 -4.5927
Te -2.0727 -2.8945 0.9099
C -2.5778 -2.5150 2.9586
C -3.4768 -1.5092 3.3014
C -3.7115 -1.2278 4.6393
N -3.1283 -1.8725 5.6512
C -2.2706 -2.8373 5.3185
C -1.9685 -3.1905 4.0108
C -0.7046 -1.3571 0.7452
P -0.9892 -0.0840 -0.5409
C -0.3839 1.4217 0.3142
C 0.4370 2.3039 -0.3796
C 0.9688 3.4148 0.2669
C 0.6714 3.6547 1.6004
C -0.1518 2.7752 2.2973
C -0.6657 1.6572 1.6590
C -2.7704 0.2036 -0.7823
C -3.4746 1.2099 -0.1279
C -4.8377 1.3681 -0.3489
C -5.5021 0.5327 -1.2345
C -4.7975 -0.4530 -1.9126
C -3.4376 -0.6127 -1.6964
P 0.8053 -1.7789 -0.1206
C 2.1233 -0.7540 0.6430
C 3.2168 -0.3530 -0.1183
C 4.2054 0.4415 0.4468
C 4.1067 0.8431 1.7721
C 3.0114 0.4540 2.5328
C 2.0211 -0.3374 1.9679
C 1.3504 -3.4777 0.2902
C 1.0759 -4.5399 -0.5635
C 1.4060 -5.8366 -0.1916
C 2.0136 -6.0836 1.0309
C 2.3050 -5.0243 1.8807
C 1.9810 -3.7267 1.5094
H -3.9793 -0.9356 2.5305
H -4.4064 -0.4391 4.9136
H -1.7920 -3.3558 6.1448
H -1.2478 -3.9757 3.8148
H 0.6546 2.0960 -1.4197
H 1.6210 4.0859 -0.2797
H 1.0920 4.5181 2.1044
H -0.3749 2.9512 3.3439
H -1.2583 0.9313 2.2072
H -2.9631 1.8772 0.5522
H -5.3760 2.1530 0.1697
H -6.5651 0.6585 -1.4068
H -5.3035 -1.0988 -2.6199
H -2.8748 -1.3603 -2.2476
H 3.2661 -0.6300 -1.1640
H 5.0435 0.7658 -0.1588
H 4.8693 1.4802 2.2057
H 2.9162 0.7829 3.5614
H 1.1343 -0.6136 2.5290
H 0.5951 -4.3384 -1.5181
H 1.1794 -6.6547 -0.8650
H 2.2603 -7.0982 1.3231
H 2.7911 -5.2051 2.8326
H 2.2160 -2.9083 2.1770
Se -0.4194 -3.0319 -3.5948
```

How positive or negative is each atom? The Löwdin charges in e answer that: 0.29, 0.54, -0.70, -0.15, -0.03, -0.42, -0.04, -0.14, -0.25, -0.05, -0.11, 0.09, 0.10, 0.11, 0.10, 1.21, -0.54, -0.14, -0.18, 0.03, -0.18, -0.14, -0.94, 0.68, -0.35, -0.06, -0.07, -0.11, -0.11, -0.13, -0.35, -0.08, -0.10, -0.11, -0.09, -0.12, 0.59, -0.34, -0.09, -0.09, -0.11, -0.09, -0.12, -0.35, -0.12, -0.09, -0.11, -0.10, -0.08, 0.09, 0.09, 0.09, 0.08, 0.07, 0.10, 0.09, 0.09, 0.10, 0.09, 0.09, 0.09, 0.10, 0.05, 0.09, 0.10, 0.09, 0.09, 0.10, -0.02, 0.10, 0.09, 0.09, 0.09, -0.36